(1)
This record from OMol25 describes a 13-piece molecular cluster, C22H70N8O13 overall at a distorted geometry. The level of theory is wB97M-V/def2-TZVPD.

The calculation puts the maximum force at 0.0664 Eh/bohr. The total energy comes out at -2296.562679 a.u. The value obtained for the energy above the lowest of the compared OMol25 structures with the same formula, charge and spin is 0.0 kJ/mol. The HOMO energy comes out at -9.610 eV.

Last column: Löwdin charge in e.
Atoms and positions in Å:
N: 12.9094 16.9847 13.8560  0.168
N: 9.9612 16.1196 16.1679  0.226
C: 9.8370 13.8462 7.1957  -0.493
C: 15.6453 14.3433 14.5253  -0.034
O: 11.7624 11.2837 17.8818  -0.119
H: 6.4288 11.3117 13.6591  0.141
C: 12.6490 5.8496 13.2545  -0.062
H: 13.6512 13.4345 15.9978  0.071
C: 14.5449 13.3673 14.1200  -0.455
H: 8.5507 12.4016 6.4269  0.076
O: 8.0378 16.1211 12.8103  -0.048
C: 8.3041 15.9093 11.5949  -0.621
H: 14.0214 9.0694 13.4007  0.045
H: 8.3445 12.6476 8.1852  0.079
H: 14.2693 11.6265 12.9578  0.063
H: 8.9325 10.4413 14.0452  0.098
H: 10.6969 10.0162 14.3572  0.084
C: 6.9405 14.6249 15.8208  -0.717
H: 9.7215 13.5471 16.4738  0.079
H: 11.5108 16.7854 6.8567  0.076
H: 10.4321 15.3845 12.7007  0.059
C: 9.9665 10.8363 14.2614  -0.033
H: 14.5172 9.8859 16.5279  0.077
H: 5.5731 12.1639 10.8031  0.094
N: 7.6362 15.0387 10.8590  0.205
N: 10.6682 13.8852 16.2941  0.183
O: 13.6897 10.3053 16.1911  -0.113
H: 9.5647 11.0127 11.5692  0.078
C: 13.5985 8.2335 12.8804  -0.053
H: 16.1158 14.7104 13.6569  0.072
H: 10.7038 12.3649 11.2371  0.055
H: 7.3290 11.8998 11.1531  0.044
H: 13.9114 17.9835 7.8516  0.056
C: 6.3266 11.6338 11.4621  -0.068
H: 10.2465 17.0099 15.9827  0.059
H: 13.7775 13.9613 13.5837  0.126
H: 3.9975 11.4068 14.0795  0.100
C: 10.5193 11.5074 11.8341  -0.048
H: 3.7546 12.1905 12.4589  0.083
H: 9.8289 11.2868 15.2201  0.051
C: 13.3482 7.0913 13.8304  -0.480
N: 6.6367 15.6525 15.0720  0.200
H: 15.6844 12.6403 12.4692  0.102
H: 11.3905 13.2637 16.5825  0.056
H: 6.1160 10.5145 11.2535  0.103
H: 15.7057 11.6813 14.0099  0.103
N: 6.2725 14.5010 16.9824  0.164
H: 12.3672 16.4894 10.1372  0.086
H: 7.6161 13.8443 7.0777  0.090
H: 12.6087 5.1548 14.1434  0.091
C: 4.3657 11.4394 12.9949  -0.083
H: 6.5129 13.7136 17.5713  0.109
H: 11.1263 18.5543 6.7721  0.071
H: 16.2565 14.0386 15.3011  0.060
O: 12.1060 16.4635 9.1959  -0.082
H: 14.2239 6.7121 14.3259  0.122
H: 13.8532 18.4881 9.4665  0.104
C: 10.4582 11.8720 13.2950  -0.498
H: 12.6724 8.5289 12.4409  0.063
H: 11.5325 12.0670 13.5462  0.125
C: 8.4779 13.1537 7.2064  -0.054
H: 11.3085 18.3715 9.4353  0.130
H: 9.9869 17.1592 11.4140  0.071
H: 11.0193 10.6138 17.9792  0.068
N: 9.3397 16.5051 10.9640  0.199
H: 11.9679 13.4873 7.2939  0.069
H: 5.2587 14.6562 16.9719  0.119
O: 5.8640 13.2707 13.2075  -0.082
H: 13.1079 19.5045 8.1667  0.060
H: 11.5980 5.9585 12.9964  0.075
H: 7.1898 15.8375 14.2082  0.069
H: 4.1038 10.4827 12.5053  0.077
H: 13.9035 11.2393 15.8233  0.045
H: 10.0030 18.4096 13.6054  0.017
C: 5.8183 11.8590 12.8917  -0.492
O: 7.8468 13.8461 15.4886  -0.028
C: 13.2479 18.5031 8.4877  -0.051
H: 13.1896 17.9625 13.7541  0.120
C: 15.0681 12.2555 13.3034  -0.050
H: 11.0093 12.4151 8.2369  0.078
C: 11.8920 17.7811 8.6992  -0.456
C: 11.9722 16.7589 12.9159  -0.628
H: 9.9020 14.3442 6.1758  0.147
H: 9.6698 15.9776 10.2054  0.056
H: 15.1316 15.2191 14.9580  0.080
H: 6.6159 13.3351 13.8333  0.050
C: 11.1000 17.6627 7.3583  -0.034
H: 10.0853 17.3088 7.5415  0.070
C: 11.0563 12.9423 7.2867  -0.048
H: 9.4050 13.1364 14.3117  0.030
N: 11.3703 15.5309 13.0137  0.210
O: 9.7217 13.1123 13.3866  -0.075
C: 10.9793 15.2424 16.2728  -0.619
H: 14.3546 7.9786 12.0450  0.115
H: 12.8361 16.5614 14.7946  0.066
H: 8.9987 15.8583 16.2217  0.079
O: 9.9416 14.7871 8.2653  -0.087
O: 13.7843 12.8562 15.2664  -0.077
O: 12.4189 7.5067 14.8435  -0.058
H: 11.4537 10.8660 11.6739  0.097
H: 10.7854 15.2528 8.1588  0.035
H: 8.5186 17.9309 13.6130  0.021
H: 12.6303 8.3772 15.1199  0.022
H: 11.1012 12.1808 6.5322  0.074
H: 7.9739 14.7160 9.9590  0.096
H: 11.6232 14.8301 13.6786  0.069
O: 11.6451 17.6894 12.1289  -0.053
O: 9.1765 18.4572 14.1343  -0.090
H: 12.5479 10.7481 17.5720  0.010
H: 13.1935 5.3218 12.4727  0.072
O: 12.1497 15.6315 16.2424  -0.023
H: 6.2256 16.4735 15.4268  0.107
H: 6.8234 14.5473 11.2477  0.107

---

(2)
This record from OMol25 describes a 2-piece molecular cluster, C4H11NO2 overall at a distorted geometry. The level of theory is wB97M-V/def2-TZVPD.

The calculation puts the maximum force at 0.0689 Eh/bohr. The total energy comes out at -363.957682 a.u. The value obtained for the energy above the lowest of the compared OMol25 structures with the same formula, charge and spin is 815.2 kJ/mol. The HOMO energy comes out at -6.792 eV.

Last column: natural (NBO) charge in e.
Atoms and positions in Å:
H: -2.0936 2.8465 -0.4860  0.230
H: 0.2392 -4.3950 1.7633  0.430
H: -0.8461 1.6038 -2.2209  0.165
H: -0.9499 -0.9641 -0.3125  0.208
O: -0.9645 2.2944 1.0761  -0.683
H: -0.3837 1.5114 1.0891  0.479
C: 0.9874 -1.3007 0.7606  -0.648
N: 0.3268 0.5724 -0.8636  -0.679
H: 1.2023 0.8277 -1.2999  0.423
H: 2.0516 -1.1886 0.5102  0.190
C: -1.0278 2.6160 -0.3178  -0.187
C: 0.1406 -0.8224 -0.3780  -0.244
H: -0.4615 3.5273 -0.5961  0.247
C: -0.6552 1.4650 -1.1546  0.358
H: 0.2958 -1.6153 -1.1566  0.235
H: 0.7458 -2.4288 0.9247  0.360
O: 0.5082 -3.8691 1.0038  -1.063
H: 0.8845 -0.6805 1.6582  0.180

---

What is the maximum force in the second record?
0.0689 Eh/bohr